1.
Entry from the OMol25 dataset: the molecule C2H3N2P (the ωB97M-V functional and the def2-TZVPD basis).

Calculated values
E_HOMO (spin up / spin down), hartree: -0.320 / -0.320
Molecular weight, g mol⁻¹: 86.03
Energy, a.u.: -528.72310
HOMO-LUMO gap (spin up / spin down), eV: 6.86 / 6.84
Multiplicity: 1
Relative energy (zero: lowest compared OMol25 entry of this formula, charge and spin), kcal per mole: 74.40

Each line ends with the Löwdin charge.
Atoms and positions in Å:
P (1.498, -0.293, -0.633)  0.7714
C (0.428, -0.023, 0.686)  -0.4286
N (0.605, -0.266, -1.896)  -0.2614
N (-1.573, 0.153, -0.692)  0.2229
H (0.782, -0.391, -2.871)  -0.0176
H (-1.497, 0.386, 1.282)  0.1422
C (-0.947, 0.165, 0.365)  -0.4464
H (0.779, 0.010, 1.707)  0.0175

Atoms 1-2, force components in eV/Å:
0.3 0.0 0.8
1.0 -0.2 -0.3

=====

2.
Entry from the OMol25 dataset: a structure of composition C22H28N2NiOSi (the ωB97M-V functional and the def2-TZVPD basis).

Calculated values
E_HOMO, hartree: -0.265
Molecular weight, g mol⁻¹: 423.26
Energy, a.u.: -2837.65835
HOMO-LUMO gap, eV: 7.77
Multiplicity: 1
Relative energy (zero: lowest compared OMol25 entry of this formula, charge and spin), kcal per mole: 0.00

Each line ends with the Löwdin charge.
Atoms and positions in Å:
C (2.745, -0.136, -2.082)  -0.1270
H (-0.597, 1.029, 2.111)  0.0449
C (1.996, 3.190, -0.818)  -0.1544
C (2.197, 2.995, 0.595)  -0.2212
N (-2.916, -0.197, -0.736)  -0.1251
C (1.107, 3.612, 1.290)  -0.1570
H (4.306, -1.495, 0.588)  0.0943
H (1.873, 0.456, -2.343)  0.0915
H (-1.266, -3.152, 3.136)  0.0985
H (-1.872, 0.771, 3.317)  0.0973
H (-0.917, -3.958, -1.053)  0.1020
H (-4.742, -1.219, -0.386)  0.0896
C (0.748, 3.788, -0.984)  -0.1387
H (-1.719, 2.341, 2.492)  0.0939
H (3.098, 2.614, 1.050)  0.1022
C (0.193, -2.275, -0.319)  -0.1030
H (-3.340, -2.238, -0.773)  0.0845
H (2.673, 2.876, -1.596)  0.1031
C (-1.204, -3.671, 1.055)  -0.1119
C (4.998, -1.608, -1.433)  -0.0950
H (3.435, -0.255, -4.111)  0.0982
C (0.007, -1.831, 2.019)  -0.1243
C (4.756, -1.266, -2.756)  -0.0995
H (-4.539, 0.854, 0.768)  0.0868
H (5.881, -2.178, -1.173)  0.0983
C (-2.537, -0.277, -2.138)  -0.0370
H (-3.461, -1.506, 0.816)  0.0815
C (4.107, -1.217, -0.442)  -0.1084
H (0.283, -1.259, 2.900)  0.0948
N (-2.526, 0.763, 1.347)  -0.1150
H (-3.416, -0.567, -2.713)  0.0916
H (0.996, 3.685, 2.359)  0.1030
H (-4.268, 0.084, 2.344)  0.0925
Si (1.716, -0.001, 0.591)  0.7251
O (-1.010, 0.929, -0.375)  -0.0291
C (2.962, -0.477, -0.744)  -0.3191
H (0.614, -2.052, -1.294)  0.0994
C (0.556, -1.491, 0.781)  -0.3081
C (0.188, 4.025, 0.319)  -0.1518
H (0.272, 4.021, -1.923)  0.1022
H (2.484, -0.001, 1.876)  -0.0138
C (-2.089, 0.518, 0.084)  -0.4544
C (-0.865, -2.904, 2.160)  -0.0974
C (-0.670, -3.353, -0.188)  -0.1049
H (-0.774, 4.478, 0.508)  0.1022
H (-4.104, 1.838, 2.167)  0.0931
Ni (0.597, 1.861, 0.130)  0.1871
H (-1.743, -1.012, -2.297)  0.0877
H (-1.872, -4.518, 1.163)  0.0993
C (-3.937, 0.879, 1.671)  -0.0499
C (-1.626, 1.258, 2.371)  -0.0426
C (3.626, -0.529, -3.081)  -0.0938
C (-3.666, -1.344, -0.239)  -0.0526
H (-2.186, 0.691, -2.485)  0.0928
H (5.449, -1.569, -3.531)  0.0975

Atoms 1-2, force components in eV/Å:
0.0 0.0 0.0
0.0 0.0 0.0

=====

3.
Entry from the OMol25 dataset: a cluster of 9 separate species, C18H54O9 in total (the ωB97M-V functional and the def2-TZVPD basis).

Calculated values
E_HOMO, hartree: -0.350
Molecular weight, g mol⁻¹: 414.62
Energy, a.u.: -1394.90754
HOMO-LUMO gap, eV: 9.82
Multiplicity: 1
Relative energy (zero: lowest compared OMol25 entry of this formula, charge and spin), kcal per mole: 288.21

Each line ends with the Löwdin charge.
Atoms and positions in Å:
O (-2.815, 2.595, -0.361)  -0.1720
C (-1.645, 1.141, -4.877)  -0.3188
H (2.472, 0.145, 4.056)  0.0934
H (4.766, 1.145, 2.887)  0.1479
H (-0.692, -4.200, 6.456)  0.0440
H (0.790, -3.164, 5.552)  0.1245
C (-0.191, 1.245, 2.266)  -0.0423
H (-0.955, -1.870, -3.420)  0.0720
C (-0.551, -1.676, 4.853)  -0.0835
H (4.783, -0.793, 1.242)  -0.1308
C (3.839, -1.165, -0.352)  -0.2748
H (2.846, -2.329, 4.230)  0.0613
H (-5.679, 1.188, 1.832)  0.0525
H (1.947, 3.408, -2.958)  0.1627
H (-0.302, 3.394, -0.780)  0.0762
H (-0.236, 0.287, -0.735)  0.0432
C (4.406, -1.340, -1.772)  -0.0554
O (-0.539, 0.667, 0.076)  -0.0709
C (-0.263, -3.104, 5.118)  -0.3420
O (2.198, 1.861, -5.466)  -0.1259
H (-3.114, 1.984, -3.462)  0.1063
H (0.747, -0.297, 1.241)  0.0940
H (2.546, 1.271, -6.219)  0.1263
H (2.660, -1.843, 2.546)  0.0958
H (-3.058, 4.669, 0.027)  0.1114
C (2.384, 1.374, -4.146)  -0.3088
H (-0.919, 0.566, 2.219)  0.0323
O (-0.997, -3.347, 6.298)  -0.0647
H (-2.151, -1.360, -1.428)  0.0952
H (1.664, 1.518, -2.254)  0.0343
C (1.516, 2.181, -3.083)  -0.0753
H (3.448, 1.810, -3.812)  0.1419
H (-3.824, -2.313, 1.762)  0.0812
C (-0.350, -2.084, -2.587)  -0.2981
H (2.932, -1.756, -0.022)  0.1120
H (-1.846, 3.793, 1.164)  0.1279
H (-4.596, -0.312, 2.888)  0.1297
H (-4.844, -1.990, 0.279)  0.0864
H (4.982, -0.344, -1.898)  0.1290
C (-1.464, -2.255, -1.515)  -0.0628
O (-2.577, 0.981, -5.948)  -0.1247
C (-4.735, -1.822, 1.364)  -0.0803
H (-3.573, -0.107, 1.571)  0.0543
H (-2.199, -2.965, -1.762)  0.0673
O (-5.628, 0.375, 1.396)  -0.0468
C (-4.517, -0.404, 1.768)  -0.3415
H (0.010, -1.200, 4.206)  -0.0250
H (0.383, 1.092, 3.052)  0.0167
C (-1.178, 4.054, -1.002)  -0.1263
H (-1.460, -1.606, 4.188)  0.0987
O (0.570, -1.083, -2.152)  -0.1070
O (4.134, 0.335, 2.689)  -0.1571
H (-0.940, 0.286, -4.888)  0.1066
H (4.024, -0.298, 4.856)  0.0791
H (4.805, -2.204, -1.978)  0.0114
C (-2.486, 1.091, -3.648)  -0.0959
H (-3.073, 0.121, -5.970)  0.1025
H (1.441, -1.441, -2.612)  0.1336
H (3.671, -1.389, -2.509)  0.0224
H (-0.562, 2.316, 2.214)  0.1107
O (4.939, -1.208, 0.563)  -0.0072
C (3.508, -0.226, 3.969)  -0.1673
H (-0.716, 5.057, -0.957)  0.0742
H (4.178, -2.177, 3.467)  0.0208
H (-0.399, -3.763, 4.300)  0.1040
H (2.167, 0.361, -4.088)  0.0563
H (-2.030, 1.909, -0.427)  0.0867
C (0.411, 0.658, 1.052)  -0.3409
H (0.007, -3.136, -2.764)  0.1330
H (-0.917, -2.322, -0.718)  0.0052
H (-0.524, -1.218, 5.939)  0.1441
H (-5.553, -2.150, 1.950)  0.0595
H (0.547, 2.409, -3.331)  -0.0110
C (3.307, -1.696, 3.466)  -0.0825
H (-1.161, 2.206, -5.059)  0.1537
H (1.168, 1.436, 0.792)  0.1318
H (-1.829, 1.074, -2.886)  0.0037
H (3.508, -0.067, -0.295)  0.1218
C (-2.253, 3.899, 0.031)  -0.2803
H (-2.906, 0.094, -3.655)  0.0794
H (-1.458, 4.027, -2.029)  0.0613

Atoms 1-2, force components in eV/Å:
1.2 -1.0 0.7
-0.7 1.2 -1.2

=====

4.
Entry from the OMol25 dataset: a cluster of 2 separate species, C5H14NO in total (the ωB97M-V functional and the def2-TZVPD basis).

Calculated values
E_HOMO, hartree: -0.472
Molecular weight, g mol⁻¹: 104.17
Energy, a.u.: -328.63230
HOMO-LUMO gap, eV: 9.69
Multiplicity: 1
Charge: +1
Relative energy (zero: lowest compared OMol25 entry of this formula, charge and spin), kcal per mole: 33.85

Each line ends with the Löwdin charge.
Atoms and positions in Å:
H (-3.931, -2.180, 0.608)  0.1092
C (-2.822, -2.016, 0.401)  -0.0701
H (2.336, 1.952, 1.933)  0.0814
H (-2.579, -2.508, -0.548)  0.0781
H (-0.575, -0.203, -0.415)  0.0836
H (-0.626, -0.702, 1.177)  0.1772
H (3.609, 1.156, 0.989)  0.0954
C (1.682, 1.274, -0.002)  -0.1796
H (-2.887, -0.005, -0.669)  0.1375
H (3.090, 2.800, 0.533)  0.0857
H (-3.083, 0.005, 1.153)  0.1267
H (-0.975, 0.809, 0.781)  0.1559
O (0.807, -0.275, -1.575)  -0.0444
H (0.797, 1.863, -0.234)  0.1064
C (1.804, 0.121, -0.681)  -0.1805
C (2.721, 1.836, 0.902)  -0.0985
H (2.679, -0.575, -0.514)  0.1506
C (-2.597, -0.476, 0.288)  -0.1691
N (-1.119, -0.156, 0.443)  0.1537
H (1.054, -1.099, -1.997)  0.1134
H (-2.258, -2.454, 1.257)  0.0874

Atoms 1-2, force components in eV/Å:
1.5 0.1 -0.3
-1.2 0.6 0.0